Computed, not measured: the molecule C5H6O, with ωB97M-V/def2-TZVPD.

Last columns: bonded neighbours and bond lengths (Å).
Element x y z (Å)
1 H 0.8929 -1.0621 0.9327  C6 1.097
2 C 0.3084 1.2069 0.2507  O3 1.456, H4 1.090, C5 1.517, H9 1.092
3 O 1.0969 0.5894 -0.8061  C2 1.456, C8 1.327
4 H -0.0541 2.1207 -0.2194  C2 1.090
5 C -0.7830 0.1872 0.5184  C2 1.517, C6 1.473, H7 1.087, C10 1.523
6 C -0.1757 -1.1427 0.6971  H1 1.097, C5 1.473, C10 1.630, H11 1.075
7 H -1.7095 0.4884 1.0006  C5 1.087
8 C 0.3160 -0.3353 -1.3503  O3 1.327, C10 1.383, H12 1.090
9 H 0.9617 1.4345 1.0950  C2 1.092
10 C -0.8571 -0.7014 -0.7168  C5 1.523, C6 1.630, C8 1.383
11 H -0.6213 -2.0444 1.0751  C6 1.075
12 H 0.7012 -0.7028 -2.3012  C8 1.090

SMILES: C1=C2C[C@H]2CO1
relative energy (zero: lowest compared OMol25 entry of this formula, charge and spin): 91.5 kcal/mol
net charge: 0



Computed, not measured: the molecule C5H6O, with ωB97M-V/def2-TZVPD.

Last columns: bonded neighbours and bond lengths (Å).
Element x y z (Å)
1 H 0.5826 -0.2733 -1.9516  C8 1.094
2 H 1.8972 0.4943 1.8116  C11 1.068
3 C 1.4626 -0.6061 -0.1032  C8 1.466, C11 1.205
4 H -2.2127 0.9536 -0.1277  C12 1.095
5 H 0.1664 -1.9111 -1.3590  C8 1.095
6 C -0.6343 -0.4316 0.0091  O7 1.212, C8 1.548, C12 1.511
7 O -0.9200 -1.2477 0.8586  C6 1.212
8 C 0.3887 -0.8804 -1.0628  H1 1.094, C3 1.466, H5 1.095, C6 1.548
9 H -0.6571 1.7172 -0.5424  C12 1.092
10 H -1.0469 1.3075 1.1483  C12 1.093
11 C 1.8338 0.0214 0.8564  H2 1.068, C3 1.205
12 C -1.1444 0.9873 0.1079  H4 1.095, C6 1.511, H9 1.092, H10 1.093

SMILES: C#CCC(C)=O
relative energy (zero: lowest compared OMol25 entry of this formula, charge and spin): 59.3 kcal/mol
net charge: 0



Computed, not measured: a cluster of 2 separate species, C5H6O in total at a distorted geometry, with ωB97M-V/def2-TZVPD.

Last columns: bonded neighbours and bond lengths (Å).
Element x y z (Å)
1 H 2.7985 -1.6643 0.3789  C12 0.999
2 H 3.2700 -0.7160 -1.0628  C12 1.085
3 H -2.3312 0.8147 -0.8534  C10 1.060
4 C 0.6789 0.9852 -0.1344  C5 1.328, C7 1.457, H11 1.070
5 C 0.3367 0.0733 0.7680  C4 1.328, C7 1.431, H9 1.050
6 O -2.4513 -0.9341 0.0045  C10 1.193
7 C 1.6255 -0.0810 0.1665  C4 1.457, C5 1.431, C12 1.331
8 H -3.6418 0.8248 0.4455  C10 1.197
9 H -0.3990 -0.4052 1.3448  C5 1.050
10 C -2.7775 0.2085 -0.1067  H3 1.060, O6 1.193, H8 1.197
11 H 0.2909 1.7907 -0.7225  C4 1.070
12 C 2.6002 -0.8964 -0.2283  H1 0.999, H2 1.085, C7 1.331

SMILES: C=C1C=C1.C=O
relative energy (zero: lowest compared OMol25 entry of this formula, charge and spin): 106.8 kcal/mol
net charge: 0



Computed, not measured: the molecule C5H6O, with ωB97M-V/def2-TZVPD.

Last columns: bonded neighbours and bond lengths (Å).
Element x y z (Å)
1 C -0.4247 0.4281 0.3376  C2 1.561, H3 1.335, H7 1.099, C10 1.393
2 C 0.6278 0.1564 -0.7830  C1 1.561, O5 1.281, C8 1.402
3 H 0.4579 -0.0382 1.2233  C1 1.335
4 H 2.6515 -0.5678 1.6355  C11 1.086
5 O 0.1360 -0.0746 -1.9431  C2 1.281, H12 1.019
6 H -1.7959 -1.1761 -0.0904  C10 1.090
7 H -0.4309 1.4981 0.5893  C1 1.099
8 C 1.9812 0.0795 -0.4241  C2 1.402, C11 1.291
9 H -2.5778 0.4170 0.3946  C10 1.084
10 C -1.6842 -0.1037 0.0688  C1 1.393, H6 1.090, H9 1.084
11 C 2.0191 -0.1889 0.8377  H4 1.086, C8 1.291
12 H -0.8663 -0.0292 -1.7658  O5 1.019

relative energy (zero: lowest compared OMol25 entry of this formula, charge and spin): 152.4 kcal/mol
net charge: 0



Total energy list, top to bottom, in eV: -7325.319 -7326.715 -7324.655 -7322.677